110
Properties=species:S:1:pos:R:3:lowdin_charge:R:1 method="wB97M-V/def2-TZVPD" e_tot_ha=-5055.95858 charge=0 e_lumo_ev=-0.02 spin_multiplicity=1 gap_ev=7.89 e_homo_ha=-0.291 fmax_ev_per_a=3.94 relative_energy_kj_mol=0.0
S -17.288 12.539 25.475 0.816
S -16.473 9.453 31.405 0.854
S -11.710 8.610 28.699 0.899
S -12.173 12.850 30.094 0.859
S -7.713 8.063 26.259 0.837
S -14.830 3.942 28.248 0.840
S -12.658 10.527 24.527 0.887
S -11.322 3.095 24.442 0.856
O -16.135 10.110 30.088 -0.593
O -13.615 10.914 25.669 -0.600
O -12.298 1.997 24.897 -0.588
O -14.284 5.318 27.808 -0.577
O -11.701 8.212 30.190 -0.613
O -17.984 13.875 25.658 -0.567
O -11.860 14.382 29.988 -0.589
O -9.132 7.967 25.727 -0.595
N -12.431 6.267 31.749 0.035
N -8.335 6.888 33.666 -0.008
N -8.875 12.488 28.639 0.019
C -10.965 10.594 25.374 -0.240
C -13.566 8.410 28.350 -0.195
C -16.234 12.215 26.892 -0.292
C -18.477 11.258 25.904 -0.276
C -12.339 4.698 24.527 -0.215
C -12.864 8.699 24.284 -0.242
C -8.919 11.387 29.468 -0.129
C -13.200 5.358 30.982 -0.131
C -13.471 4.822 33.159 -0.126
C -7.604 11.202 29.990 -0.107
C -6.324 7.437 25.209 -0.243
C -13.974 12.690 30.493 -0.237
C -16.908 7.662 31.110 -0.250
C -12.462 12.477 28.336 -0.278
C -12.637 5.920 33.081 -0.141
C -14.796 9.208 32.246 -0.214
C -10.200 3.353 25.879 -0.263
C -11.124 7.081 27.814 -0.235
C -7.595 13.019 28.747 -0.138
C -13.762 4.409 31.826 -0.122
C -7.434 6.921 32.634 -0.139
C -7.932 7.775 31.668 -0.104
C -9.447 7.665 33.405 -0.117
C -16.539 4.073 28.937 -0.244
C -9.205 8.207 32.149 -0.118
C -15.024 2.755 26.881 -0.236
C -6.804 12.290 29.627 -0.105
C -7.345 9.900 26.207 -0.225
H -15.820 11.207 26.913 0.039
H -16.145 7.210 30.476 0.024
H -11.378 7.294 26.776 0.009
H -7.459 8.085 30.747 0.077
H -7.208 10.360 30.539 0.071
H -13.986 8.848 31.612 0.035
H -13.989 13.345 31.364 0.048
H -17.832 7.520 30.548 0.046
H -17.967 10.298 25.820 0.049
H -10.070 6.944 28.055 0.043
H -15.860 3.060 26.251 0.057
H -14.240 3.471 31.586 0.083
H -9.810 8.936 31.631 0.072
H -11.532 12.413 27.771 0.014
H -13.987 7.791 29.142 0.029
H -12.048 6.460 33.809 0.080
H -13.008 5.307 29.920 0.062
H -6.474 7.540 24.135 0.059
H -12.811 8.377 23.244 0.047
H -9.804 10.770 29.516 0.066
H -6.176 6.426 25.590 0.037
H -13.865 8.353 24.543 0.053
H -11.777 6.975 31.446 0.067
H -11.960 5.572 23.998 0.040
H -14.635 13.150 29.758 0.057
H -6.370 10.213 26.579 0.054
H -10.625 3.423 26.880 0.057
H -14.702 10.250 32.552 0.022
H -16.460 4.747 29.790 0.022
H -11.123 10.160 26.361 0.014
H -15.092 1.762 27.324 0.063
H -7.385 13.902 28.163 0.101
H -14.846 8.631 33.170 0.048
H -19.294 11.307 25.185 0.048
H -8.069 6.505 34.561 0.144
H -6.550 6.301 32.627 0.103
H -12.380 4.830 25.608 0.019
H -11.652 6.142 27.979 0.040
H -13.032 13.273 27.858 0.062
H -16.793 7.097 32.035 0.050
H -8.127 10.445 26.736 0.023
H -17.332 4.492 28.318 0.050
H -14.186 11.627 30.609 0.014
H -9.578 4.240 25.758 0.042
H -18.810 11.386 26.934 0.055
H -16.868 12.383 27.763 0.052
H -17.036 3.158 29.259 0.055
H -12.246 8.206 25.035 0.016
H -15.421 12.937 26.968 0.042
H -13.730 7.791 27.467 0.028
H -13.102 11.595 28.302 0.028
H -13.624 4.257 34.067 0.084
H -10.316 7.813 34.029 0.096
H -7.459 10.137 25.149 0.047
H -5.763 12.435 29.877 0.094
H -9.501 2.517 25.866 0.041
H -14.104 2.934 26.324 0.008
H -10.531 11.589 25.477 0.045
H -14.195 9.299 28.375 0.026
H -9.652 12.862 28.113 0.113
H -13.244 4.374 24.013 0.044
H -10.224 10.149 24.711 0.033
H -5.489 8.019 25.601 0.043